# 1
Density functional theory data (the ωB97M-V functional and the def2-TZVPD basis) for a structure of composition C17H30BrCl3F3N2O2P.

Computed properties:
DFT total energy in eV: -150237.9420
Frontier orbital gap in eV: 5.38
HOMO level in eV: -6.29
2S+1: 1

```
59
C17H30BrCl3F3N2O2P (the ωB97M-V functional and the def2-TZVPD basis)
C 3.095 2.849 -0.280
N 1.883 2.027 -0.471
C 1.847 0.992 0.575
C 0.997 -0.242 0.278
C 1.369 -0.998 -1.007
P 3.203 -1.345 -1.121
C 3.393 -2.756 -2.301
C 3.940 0.051 -2.045
C 0.730 -2.379 -0.924
N -0.733 -2.319 -0.679
O -1.142 -3.669 -0.453
C -1.114 -1.521 0.542
C -2.599 -1.696 0.755
Cl -3.562 -1.784 -0.695
C -3.177 -1.815 1.954
C -2.482 -1.801 3.278
Cl -4.870 -2.012 2.081
C -0.573 -0.058 0.390
C -0.981 0.714 1.651
C -2.412 1.263 1.729
C -2.415 2.783 1.509
Cl -3.742 3.184 0.341
C -1.213 0.527 -0.871
O -0.858 1.899 -1.019
C -0.984 2.373 -2.260
F -0.029 1.905 -3.081
F -0.879 3.672 -2.223
F -2.147 2.051 -2.822
H 3.995 2.256 -0.411
H 3.120 3.274 0.731
H 3.060 3.692 -0.966
H 1.142 2.675 -0.227
H 2.881 0.646 0.677
H 1.597 1.419 1.547
H 1.237 -0.944 1.087
H 1.052 -0.464 -1.904
H 3.558 -3.682 -1.762
H 4.248 -2.519 -2.929
H 2.540 -2.836 -2.977
H 4.156 -0.250 -3.070
H 3.261 0.900 -2.085
H 4.885 0.310 -1.576
H 0.859 -2.926 -1.853
H 1.180 -2.954 -0.114
H -1.263 -1.996 -1.491
H -1.885 -3.840 -1.053
H -0.580 -1.986 1.368
H -2.560 -0.800 3.716
H -3.004 -2.472 3.957
H -1.440 -2.105 3.221
H -0.312 1.546 1.847
H -0.813 0.036 2.495
H -3.137 0.777 1.082
H -2.733 1.075 2.797
H -2.470 3.395 2.416
H -1.501 3.089 1.002
H -0.917 0.008 -1.786
H -2.297 0.471 -0.829
Br -2.407 2.313 4.256
```

# 2
Density functional theory data (the ωB97M-V functional and the def2-TZVPD basis) for a structure of composition C17H30Cl5N4O3PRhS2.

Computed properties:
DFT total energy in eV: -126775.8015
Frontier orbital gap in eV: 7.26
HOMO level in eV: -16.19
2S+1: 1
Net charge: +3

```
63
C17H30Cl5N4O3PRhS2 (the ωB97M-V functional and the def2-TZVPD basis)
Rh -0.346 0.063 0.921
Cl -0.946 2.061 -2.200
C -2.170 1.191 -1.378
C -1.892 0.404 -0.269
C -2.967 -0.153 0.394
Cl -2.479 -1.053 1.839
C -4.293 -0.017 0.029
Cl -5.530 -0.729 0.972
C -4.560 0.734 -1.117
Cl -6.171 0.928 -1.639
C -3.500 1.337 -1.810
Cl -3.850 2.284 -3.187
N -2.721 1.317 4.253
C -1.671 2.387 4.267
P -0.350 1.924 3.066
O 0.101 0.528 3.409
O -0.774 2.025 1.623
C 1.062 3.010 3.543
N 2.294 2.341 3.012
H -2.283 0.387 4.265
H -3.306 1.367 3.413
H -3.340 1.395 5.065
H -1.259 2.433 5.273
H -2.150 3.338 4.029
H 1.150 3.048 4.627
H 1.009 4.024 3.147
H 2.336 2.380 1.985
H 2.276 1.347 3.279
H 3.145 2.771 3.385
O 0.233 -1.757 0.201
S -0.029 -3.102 0.973
C -0.806 -4.182 -0.264
C 0.078 -5.423 -0.343
C 1.516 -4.919 -0.279
C 1.571 -3.959 0.907
H -0.777 -3.600 -1.187
H -1.840 -4.360 0.024
H -0.137 -5.972 -1.259
H -0.131 -6.094 0.493
H 1.781 -4.396 -1.200
H 2.230 -5.729 -0.140
H 2.331 -3.181 0.856
H 1.661 -4.481 1.861
C 0.273 -0.817 -4.409
C 1.426 -1.180 -3.490
N 1.273 -0.634 -2.135
C 1.783 0.492 -1.684
S 1.515 0.952 -0.005
N 2.539 1.276 -2.431
C 3.204 2.521 -2.021
C 2.323 3.743 -2.201
H 0.408 -1.299 -5.376
H 0.209 0.258 -4.573
H -0.678 -1.154 -3.995
H 2.385 -0.854 -3.896
H 1.515 -2.260 -3.373
H 0.708 -1.156 -1.476
H 2.642 1.020 -3.402
H 4.104 2.593 -2.630
H 3.544 2.402 -0.993
H 1.987 3.836 -3.234
H 2.892 4.641 -1.963
H 1.448 3.704 -1.554
```

# 3
Density functional theory data (the ωB97M-V functional and the def2-TZVPD basis) for a structure of composition C17H30ClFeN6SSe.

Computed properties:
DFT total energy in eV: -150134.5197
Frontier orbital gap (spin up / spin down) in eV: 9.33 / 5.47
HOMO level (spin up / spin down) in eV: -14.38 / -14.31
2S+1: 6
Net charge: +2

```
57
C17H30ClFeN6SSe (the ωB97M-V functional and the def2-TZVPD basis)
Fe 0.535 0.088 0.434
C -3.467 3.576 3.551
C -2.947 3.923 2.167
N -1.608 3.365 1.914
C -0.496 4.042 2.602
C 0.144 3.200 3.698
C -1.400 2.310 1.140
C -2.571 1.552 0.592
N -0.190 1.901 0.792
H -4.491 3.929 3.663
H -2.872 4.045 4.334
H -3.460 2.498 3.716
H -2.859 5.003 2.043
H -3.628 3.582 1.392
H -0.918 4.945 3.037
H 0.234 4.383 1.862
H -0.596 2.926 4.449
H 0.924 3.780 4.191
H 0.600 2.285 3.320
H -3.019 2.103 -0.237
H -3.339 1.385 1.344
H -2.242 0.587 0.211
H 0.533 2.507 1.167
Cl -2.633 -0.921 -4.184
C -1.310 -1.413 -3.208
C -0.636 -2.602 -3.446
C 0.438 -2.921 -2.632
C 0.793 -2.059 -1.612
N 0.130 -0.917 -1.374
C -0.902 -0.600 -2.162
H -0.949 -3.252 -4.252
H 0.996 -3.832 -2.786
H 1.637 -2.271 -0.968
H -1.411 0.336 -1.970
Se -1.402 -3.377 3.474
C -0.739 -2.081 2.398
N -0.313 -1.253 1.710
C 6.603 0.014 -0.640
N 5.454 0.239 0.241
C 5.665 -0.214 1.614
C 4.257 0.586 -0.228
S 2.863 0.121 0.686
N 4.155 1.283 -1.366
C 5.151 2.278 -1.771
C 2.897 1.369 -2.091
H 7.006 -0.972 -0.407
H 7.384 0.757 -0.477
H 6.292 0.024 -1.680
H 6.679 0.065 1.898
H 5.559 -1.297 1.682
H 4.961 0.264 2.287
H 5.906 2.393 -1.001
H 4.637 3.232 -1.895
H 5.624 2.009 -2.715
H 2.377 0.415 -2.064
H 3.124 1.616 -3.126
H 2.254 2.149 -1.672
```

# 4
Density functional theory data (the ωB97M-V functional and the def2-TZVPD basis) for a structure of composition C17H30F6N4O6PRuS5Sb.

Computed properties:
DFT total energy in eV: -125252.7915
Frontier orbital gap (spin up / spin down) in eV: 5.20 / 5.51
HOMO level (spin up / spin down) in eV: -1.38 / -1.69
2S+1: 5
Net charge: -2

```
71
C17H30F6N4O6PRuS5Sb (the ωB97M-V functional and the def2-TZVPD basis)
Ru 3.102 -0.748 1.057
S 5.470 3.234 1.431
Sb 5.128 1.186 2.430
S 2.564 1.011 2.359
S 5.375 -0.385 0.508
F -0.436 -4.705 3.307
C -0.131 -4.064 2.171
F -1.286 -3.925 1.480
F 0.663 -4.860 1.452
S 0.661 -2.413 2.524
O 1.292 -2.129 1.227
O -0.492 -1.625 2.877
N 1.625 -2.629 3.694
S 3.186 -3.179 3.248
O 3.782 -3.627 4.498
O 3.862 -1.929 2.735
C 4.218 -4.623 1.545
F 4.143 -3.898 0.402
F 3.435 -5.714 1.349
F 5.492 -5.090 1.614
O -0.051 0.422 0.050
P -1.347 0.936 -0.430
N -1.540 1.010 -2.087
C -2.422 0.188 -2.899
C -2.289 0.841 -4.271
C -0.801 1.228 -4.340
C -0.324 1.261 -2.873
N -2.703 0.108 0.097
C -2.994 0.356 1.537
C -3.740 -0.903 2.021
C -3.868 -1.791 0.778
C -2.681 -1.359 -0.067
N -1.561 2.504 0.067
C -2.115 3.582 -0.751
C -1.757 4.853 0.026
C -0.470 4.466 0.755
C -0.766 3.036 1.187
H -3.435 0.198 -2.498
H -2.079 -0.856 -2.953
H -2.916 1.734 -4.304
H -2.595 0.179 -5.082
H -0.662 2.191 -4.832
H -0.229 0.491 -4.905
H 0.113 2.221 -2.591
H 0.434 0.499 -2.679
H -3.580 1.270 1.633
H -2.068 0.466 2.110
H -4.711 -0.658 2.454
H -3.140 -1.406 2.777
H -4.795 -1.571 0.241
H -3.845 -2.855 1.013
H -2.788 -1.636 -1.115
H -1.753 -1.780 0.319
H -3.195 3.475 -0.893
H -1.658 3.595 -1.746
H -2.538 5.076 0.757
H -1.651 5.718 -0.631
H -0.233 5.117 1.595
H 0.380 4.476 0.068
H -1.353 3.029 2.114
H 0.123 2.428 1.351
C 2.828 -1.983 -1.706
O 2.755 -0.547 -1.793
C 2.801 0.109 -0.655
C 2.752 1.574 -0.895
H 2.048 -2.354 -1.040
H 3.808 -2.275 -1.330
H 2.677 -2.352 -2.718
H 2.567 1.799 -1.947
H 3.717 1.989 -0.578
H 1.998 2.013 -0.246
```